(1)
The following is a DFT calculation (ωB97M-V with the def2-TZVPD basis set) of a cluster of 4 separate species, C3H15NO4 in total in a non-equilibrium geometry.

Last column: Löwdin charge in e.
CARTESIAN COORDINATES (ANGSTROEM)
C (-1.551, -2.436, 0.600)  -0.131
N (-0.700, -1.248, 0.730)  -0.128
C (0.730, -1.456, 0.809)  -0.241
C (1.480, -0.201, 0.398)  -0.225
O (2.333, 0.323, 1.453)  -0.089
H (-1.604, -3.034, -0.315)  0.068
H (-2.535, -1.973, 0.735)  0.074
H (-1.323, -3.072, 1.453)  0.076
H (-0.991, -0.459, 0.179)  0.087
H (0.984, -1.681, 1.852)  0.084
H (1.225, -2.340, 0.373)  0.116
H (2.133, -0.282, -0.478)  0.113
H (0.862, 0.654, 0.115)  0.106
H (3.167, -0.131, 1.344)  0.069
H (-1.284, 4.510, -4.607)  0.028
H (-2.160, 3.308, -4.747)  0.016
O (-1.543, 3.845, -5.253)  -0.060
H (1.982, -1.079, 4.304)  0.038
H (0.539, -0.585, 4.339)  0.043
O (1.077, -1.354, 4.124)  -0.059
H (-0.980, 3.209, -1.771)  0.046
H (-1.263, 2.454, -3.001)  0.028
O (-0.578, 3.029, -2.635)  -0.059

Values from the calculation:
Structure (SMILES): CNCCO.O.O.O
Orbital gap in eV: 8.75
Strongest force on any atom in eV/Å: 1.85
Charge: 0
HOMO in eV: -8.415
Calculated total energy in Eh: -478.9466
Energy relative to the best compared isomer or geometry (same formula, charge and spin) in eV: 2.2358

***

(2)
The following is a DFT calculation (ωB97M-V with the def2-TZVPD basis set) of a cluster of 4 separate species, C3H15NO4 in total.

Last column: Löwdin charge in e.
CARTESIAN COORDINATES (ANGSTROEM)
C (2.608, 0.079, 1.967)  -0.251
O (1.524, 0.758, 2.574)  -0.071
C (2.170, -1.068, 1.070)  -0.471
C (3.359, -1.639, 0.340)  -0.078
N (1.081, -0.616, 0.218)  0.036
H (3.249, -0.296, 2.770)  0.120
H (3.167, 0.800, 1.377)  0.121
H (0.764, 0.162, 2.594)  0.085
H (1.771, -1.860, 1.716)  0.133
H (3.139, -2.589, -0.156)  0.079
H (3.773, -0.965, -0.408)  0.081
H (4.144, -1.920, 1.049)  0.080
H (1.080, -0.958, -0.729)  0.065
H (1.002, 0.391, 0.142)  0.071
H (-3.940, 0.995, -3.275)  0.049
H (-2.510, 0.762, -2.917)  0.040
O (-3.056, 1.079, -3.651)  -0.062
H (-5.528, 0.818, 2.191)  0.033
H (-4.461, 1.791, 2.446)  0.034
O (-5.285, 1.482, 2.851)  -0.068
H (-1.513, -0.021, -4.511)  0.004
H (-0.021, 0.158, -4.196)  0.038
O (-0.723, -0.503, -4.228)  -0.069

Values from the calculation:
Structure (SMILES): C[C@H](N)CO.O.O.O
Orbital gap in eV: 9.58
Strongest force on any atom in eV/Å: 0.97
Charge: 0
HOMO in eV: -9.392
Calculated total energy in Eh: -478.9888
Energy relative to the best compared isomer or geometry (same formula, charge and spin) in eV: 1.0891

***

(3)
The following is a DFT calculation (ωB97M-V with the def2-TZVPD basis set) of a cluster of 5 separate species, C3H15NO4 in total in a non-equilibrium geometry.

Last column: Löwdin charge in e.
CARTESIAN COORDINATES (ANGSTROEM)
C (1.778, -0.179, 1.772)  -0.022
C (0.586, -0.814, 1.042)  -0.211
C (1.466, -0.318, -1.116)  0.147
N (0.570, -0.777, -0.380)  0.195
H (2.130, -0.918, 2.550)  0.127
H (2.659, -0.134, 1.119)  0.073
H (1.502, 0.801, 2.154)  0.098
H (-0.505, -0.447, 1.336)  0.185
H (0.446, -1.840, 1.327)  0.125
H (2.408, 0.133, -0.898)  0.128
H (1.092, -0.032, -2.107)  0.146
H (-1.105, -3.697, -1.943)  0.041
H (-1.454, -2.333, -2.601)  0.018
O (-1.817, -3.058, -2.089)  -0.051
H (-4.238, -1.420, 0.947)  0.035
H (-3.320, -0.280, 0.354)  0.013
O (-4.113, -0.474, 0.862)  -0.048
H (-0.619, -0.081, 3.587)  -0.015
H (-1.638, 0.188, 4.689)  0.060
O (-1.106, 0.621, 4.004)  -0.045
H (2.505, 4.573, -3.464)  0.021
H (3.995, 4.326, -3.667)  0.059
O (3.195, 4.713, -4.124)  -0.080

Values from the calculation:
Orbital gap (alpha / beta) in eV: 8.17 / 4.43
Strongest force on any atom in eV/Å: 4.16
Charge: +1
<S²>: 0.759
HOMO (alpha / beta) in eV: -13.795 / -13.795
Multiplicity: 2
Calculated total energy in Eh: -478.5859
Energy relative to the best compared isomer or geometry (same formula, charge and spin) in eV: 3.9091

***

(4)
The following is a DFT calculation (ωB97M-V with the def2-TZVPD basis set) of a cluster of 5 separate species, C3H15O4S in total in a non-equilibrium geometry.

Last column: Löwdin charge in e.
CARTESIAN COORDINATES (ANGSTROEM)
C (1.613, -0.060, -2.357)  -0.119
C (0.443, 0.897, -2.184)  -0.341
C (0.578, 1.857, -0.974)  -0.676
S (-0.552, 1.456, 0.454)  0.242
H (2.532, 0.383, -2.008)  0.057
H (1.771, -0.321, -3.409)  0.063
H (1.528, -0.990, -1.786)  0.050
H (0.355, 1.524, -3.068)  0.084
H (-0.482, 0.358, -2.125)  0.061
H (0.247, 2.823, -1.337)  0.022
H (1.557, 1.781, -0.521)  0.010
H (2.160, -0.626, 2.030)  0.011
H (2.228, 0.873, 1.755)  -0.007
O (2.639, 0.173, 2.279)  -0.089
H (1.095, -1.735, 0.011)  -0.010
H (0.091, -2.428, 0.992)  -0.004
O (0.815, -2.584, 0.369)  -0.079
H (-2.345, -1.709, 0.898)  -0.001
H (-1.407, -1.046, 1.833)  -0.003
O (-1.801, -1.922, 1.689)  -0.117
H (-2.035, -0.308, -0.499)  -0.054
H (-3.273, 0.176, 0.191)  0.031
O (-2.955, -0.575, -0.324)  -0.131

Values from the calculation:
Orbital gap in eV: 7.29
Strongest force on any atom in eV/Å: 1.98
Charge: -1
HOMO in eV: -3.602
Calculated total energy in Eh: -822.5027
Energy relative to the best compared isomer or geometry (same formula, charge and spin) in eV: 0.6775